Record 1
This record from the OMol25 dataset describes a 4-piece molecular cluster, C3H16NO4 overall in a non-equilibrium geometry. The level of theory is ωB97M-V/def2-TZVPD.

Structure (XYZ):
```
24
Properties=species:S:1:pos:R:3
O -1.7468 -0.2534 1.0113
C -1.4545 1.1189 0.7006
C -0.9721 1.2929 -0.7601
N 0.2991 0.5574 -0.9756
C 0.9719 0.9031 -2.2892
H -2.6287 -0.4832 0.7300
H -2.3442 1.7613 0.8291
H -0.6829 1.4277 1.3752
H -0.7306 2.3644 -0.9870
H -1.6555 0.9186 -1.4216
H 0.1504 -0.5219 -0.9548
H 0.9860 0.7811 -0.2102
H 0.2871 0.6203 -3.1243
H 1.9013 0.3227 -2.3916
H 1.1412 1.9992 -2.2525
H 2.4297 0.6429 1.8428
H 1.4124 -0.4192 1.8144
O 1.6265 0.3514 1.4368
H 0.7720 -2.9320 -1.0874
H 0.3631 -2.3819 0.3545
O 0.3520 -2.1597 -0.6339
H -0.6389 -1.4412 1.9891
H 0.0105 -2.5318 2.8788
O 0.1512 -1.9377 2.1257
```

Output
Spin multiplicity: 2
HOMO energy (alpha / beta), eV: -2.14 / -11.17
Gap between HOMO and LUMO (alpha / beta), eV: 2.832 / 11.908
Energy relative to the best compared isomer or geometry (same formula, charge and spin), kJ/mol: 150.01



Record 2
This record from the OMol25 dataset describes a 4-piece molecular cluster, C3H16NO4 overall in a non-equilibrium geometry. The level of theory is ωB97M-V/def2-TZVPD.

Structure (XYZ):
```
24
Properties=species:S:1:pos:R:3
O 1.5772 1.4593 0.6185
C 0.7981 1.3207 1.7544
C 0.3761 -0.1793 1.9862
N 0.1934 -0.7553 0.6225
C -0.0005 -2.2261 0.6559
H 2.5279 1.5752 0.7980
H 1.2806 1.5814 2.7224
H -0.1156 1.9034 1.5883
H -0.5600 -0.1514 2.5476
H 1.0694 -0.6889 2.6534
H 1.0424 -0.5443 0.1095
H -0.4946 -0.2757 0.0122
H 0.7010 -2.7189 -0.0068
H -0.9645 -2.5085 0.1696
H -0.0054 -2.6178 1.6781
H -3.2348 0.5565 0.6082
H -3.4075 -0.2288 -0.6956
O -2.7577 -0.0006 -0.0211
H -0.2787 -0.3412 -2.7253
H 0.0687 -1.8216 -2.5781
O 0.2472 -0.9568 -2.1907
H 0.4550 2.3021 -2.6767
H 1.1414 2.8238 -4.0223
O 0.3412 2.4927 -3.6084
```

Output
Total charge: +1
HOMO energy, eV: -14.09
Gap between HOMO and LUMO, eV: 11.276
Energy relative to the best compared isomer or geometry (same formula, charge and spin), kJ/mol: 98.55



What did we get for energy? Answer: -479.47817, -479.36240 a.u., in the order shown.